Density functional theory data (ωB97M-V/def2-TZVPD) for a cluster of 11 separate species, C45H99O33P3S3 in total.

The geometry in XYZ format:
```
183
Properties=species:S:1:pos:R:3:forces:R:3
C 24.399 -18.028 43.009 0.542 -0.695 0.371
C 23.249 -18.480 43.868 1.017 0.389 -0.355
O 22.111 -17.929 43.207 -1.810 1.089 -0.045
P 21.435 -16.575 43.743 -0.573 -0.563 2.102
O 22.177 -15.990 44.895 -0.640 -0.059 -1.800
O 19.921 -17.011 44.228 1.552 0.697 -1.738
C 19.575 -17.722 45.453 0.173 -1.441 -1.849
C 20.245 -19.156 45.588 -0.329 1.728 0.693
O 21.226 -15.666 42.426 0.038 -0.279 -0.086
C 20.894 -16.155 41.076 -1.772 -1.029 0.278
C 19.381 -15.979 40.762 0.471 -0.260 0.591
H 24.130 -18.267 41.981 0.460 0.294 -0.170
H 24.556 -16.972 43.229 -0.093 0.152 -0.559
H 25.311 -18.526 43.338 0.070 -0.149 -0.297
H 23.082 -19.557 43.869 0.285 0.141 0.421
H 23.473 -17.999 44.820 -0.839 -0.580 0.394
H 19.608 -16.978 46.249 0.404 -0.615 0.369
H 18.554 -17.988 45.182 -0.346 0.340 0.727
H 21.334 -19.175 45.549 -0.101 0.144 0.050
H 19.936 -19.480 46.582 0.122 -0.305 0.049
H 19.830 -19.856 44.863 0.015 0.228 -0.093
H 21.425 -15.745 40.218 0.797 0.551 0.873
H 21.093 -17.227 41.092 0.238 0.166 -0.173
H 18.819 -16.364 41.613 -0.180 0.253 0.052
H 19.082 -14.960 40.516 0.170 0.124 0.397
H 19.070 -16.576 39.904 0.362 -0.218 -0.125
C 25.722 -20.284 39.762 0.604 -1.805 2.260
C 27.024 -19.891 39.121 -1.294 0.676 0.113
O 27.241 -20.656 37.937 0.259 -2.023 -0.614
P 27.483 -22.286 38.011 -0.215 -0.322 -2.982
O 28.377 -22.765 39.040 0.107 0.171 1.281
O 26.101 -23.134 37.872 1.169 2.019 1.061
C 25.253 -22.982 36.732 -0.767 0.643 0.514
C 25.559 -24.077 35.838 0.116 -1.850 -3.633
O 28.083 -22.651 36.517 -2.471 -0.534 1.185
C 29.253 -22.202 35.946 1.108 2.957 -0.831
C 30.176 -23.249 35.338 -0.212 -0.555 1.807
H 25.887 -21.181 40.360 0.055 -1.116 -0.747
H 25.541 -19.769 40.705 -0.515 1.340 -0.522
H 24.855 -20.500 39.139 0.206 0.554 -0.040
H 26.827 -18.856 38.845 0.891 0.076 -0.698
H 27.882 -19.948 39.791 -0.092 -0.107 -0.001
H 24.197 -22.961 37.002 0.084 -0.362 0.851
H 25.348 -22.028 36.214 0.641 0.182 0.112
H 24.814 -24.224 35.056 -0.710 0.516 -0.015
H 26.410 -23.844 35.199 0.429 -0.145 0.478
H 25.641 -25.120 36.142 0.275 0.371 1.107
H 29.032 -21.389 35.255 -0.450 -0.117 -0.560
H 29.740 -21.615 36.725 0.967 -0.398 0.108
H 31.179 -22.882 35.117 -0.196 0.348 0.094
H 30.234 -23.836 36.255 0.733 -1.009 -0.337
H 29.871 -23.895 34.516 -0.590 0.403 0.057
C 24.554 -7.346 38.164 -0.866 1.355 0.546
C 23.283 -8.139 37.883 1.341 -0.412 -1.785
O 23.400 -9.445 38.392 -0.192 -3.014 -0.644
P 23.529 -10.670 37.297 0.026 0.690 0.789
O 24.702 -10.581 36.398 -1.551 -0.037 0.498
O 23.624 -11.972 38.222 -0.433 0.535 -0.949
C 22.599 -12.364 39.119 -1.612 0.625 1.012
C 23.163 -12.408 40.478 2.320 -1.486 0.886
O 22.017 -10.669 36.650 0.657 -0.686 1.150
C 21.663 -11.669 35.663 1.787 0.586 -1.800
C 21.502 -10.886 34.334 -1.080 -1.627 0.509
H 25.340 -7.266 37.414 -0.298 -0.920 -0.313
H 24.145 -6.336 38.165 0.451 0.501 0.618
H 25.022 -7.604 39.114 -0.263 0.173 0.084
H 22.313 -7.749 38.193 0.398 0.393 0.290
H 23.300 -8.238 36.798 -0.660 0.326 -0.297
H 21.752 -11.687 39.225 0.017 0.601 -0.990
H 22.113 -13.311 38.888 0.615 -0.283 -0.589
H 22.645 -13.061 41.180 -0.648 0.698 0.185
H 24.085 -12.981 40.383 0.417 -0.193 -0.083
H 23.557 -11.466 40.860 -0.799 0.177 0.142
H 22.466 -12.402 35.590 0.717 0.304 -0.261
H 20.868 -12.403 35.798 -0.980 1.148 1.140
H 22.439 -10.597 33.859 -0.207 0.216 0.276
H 20.941 -11.568 33.695 0.378 -0.213 -0.609
H 20.756 -10.101 34.459 0.536 0.508 0.228
O 24.659 -20.143 47.267 2.530 1.808 -1.837
S 25.880 -19.432 46.725 -0.596 -0.523 0.722
O 25.843 -18.237 45.810 -0.260 -3.001 2.108
C 26.916 -19.102 48.173 1.168 1.318 -0.344
C 27.964 -20.213 48.406 -1.164 -1.089 0.548
C 27.762 -21.377 47.388 -1.270 0.950 -0.281
C 27.072 -20.744 46.141 0.669 -0.353 -0.268
H 26.387 -18.666 49.021 -0.389 -0.663 -0.050
H 27.540 -18.276 47.834 -0.280 0.345 -0.239
H 28.943 -19.734 48.407 0.045 -0.418 -0.310
H 27.846 -20.743 49.351 0.003 0.614 0.395
H 27.060 -22.125 47.757 0.043 0.123 0.516
H 28.713 -21.896 47.268 -0.094 0.168 -0.759
H 26.475 -21.408 45.516 0.019 -0.100 0.131
H 27.901 -20.365 45.544 -0.498 0.753 -0.315
O 21.933 -22.443 45.813 -0.742 0.935 -0.244
S 23.164 -22.704 45.135 4.231 -1.218 0.075
O 24.049 -21.712 44.472 -2.085 -0.923 0.489
C 24.342 -23.572 46.431 -1.236 0.652 -1.677
C 24.009 -25.007 46.157 0.633 -1.732 0.382
C 23.948 -25.259 44.627 0.393 0.980 0.373
C 22.923 -24.242 44.076 -0.914 -0.260 2.057
H 24.154 -23.127 47.408 -0.174 -0.184 -0.157
H 25.364 -23.388 46.098 -0.110 0.325 -0.026
H 24.801 -25.689 46.468 0.519 0.275 0.287
H 23.198 -25.445 46.738 -0.704 0.587 -0.333
H 23.710 -26.313 44.483 -0.279 0.229 -0.437
H 24.978 -25.090 44.315 -0.063 -0.001 -0.587
H 22.046 -24.629 44.595 -0.550 0.250 -0.058
H 22.534 -24.077 43.071 1.097 0.191 -0.293
O 23.452 -22.345 40.127 -1.305 0.686 0.276
S 22.048 -22.083 40.449 0.811 0.788 0.025
O 21.318 -23.146 41.109 -0.137 -0.021 -0.187
C 21.664 -20.560 41.487 -0.057 -0.833 -0.930
C 20.444 -19.969 40.770 0.416 -0.308 0.654
C 20.717 -20.021 39.304 0.829 -1.166 -1.642
C 21.097 -21.511 38.959 -0.080 -0.010 1.658
H 22.459 -19.814 41.489 0.236 -0.410 0.139
H 21.416 -20.985 42.459 0.332 0.280 0.061
H 19.578 -20.593 40.989 -0.289 0.442 0.290
H 20.377 -18.921 41.063 -0.672 -0.312 0.322
H 21.553 -19.357 39.083 0.097 0.022 -0.217
H 19.876 -19.698 38.692 -0.027 -0.014 0.056
H 21.631 -21.814 38.058 0.035 0.515 0.075
H 20.240 -22.167 39.112 -0.323 0.155 -0.464
C 16.679 -19.993 48.002 0.660 1.697 1.546
O 15.651 -19.185 48.749 0.569 -0.665 -1.936
C 15.513 -19.224 50.073 1.282 -2.780 -1.368
O 16.202 -19.807 50.846 1.764 -0.586 1.087
O 14.387 -18.723 50.363 -4.561 2.083 1.061
C 13.642 -19.156 51.530 0.586 -0.541 0.642
H 17.155 -19.248 47.364 -0.108 -0.180 -0.075
H 16.359 -20.828 47.379 -0.962 0.286 0.436
H 17.411 -20.328 48.737 -0.089 -0.138 -0.023
H 12.565 -19.030 51.413 0.301 0.607 -0.616
H 13.969 -18.675 52.452 0.117 0.407 -0.286
H 13.756 -20.219 51.744 0.465 -0.127 -0.494
C 22.316 -16.032 35.409 0.792 -0.358 -0.662
O 23.344 -15.939 36.415 -0.526 -0.960 2.857
C 23.174 -16.484 37.704 0.618 -1.044 -1.038
O 22.164 -16.971 38.188 1.340 1.314 -1.035
O 24.430 -16.556 38.278 -1.171 1.015 -1.149
C 24.447 -17.158 39.553 -0.493 -1.090 1.314
H 22.938 -16.161 34.523 -0.202 0.553 -0.258
H 21.709 -15.130 35.345 0.155 -0.063 0.152
H 21.698 -16.928 35.359 -0.077 -0.041 1.034
H 24.019 -18.156 39.458 -0.570 0.181 0.298
H 24.001 -16.558 40.346 -0.737 0.081 -0.385
H 25.398 -17.391 40.032 0.840 0.604 -1.222
C 18.238 -16.320 50.236 -0.820 2.302 0.331
O 17.477 -15.935 49.082 -1.143 -0.513 -2.211
C 17.809 -14.952 48.176 2.214 -0.549 1.491
O 18.677 -14.119 48.407 -1.780 -1.086 -1.051
O 17.114 -15.204 47.041 -0.053 1.111 0.603
C 17.554 -14.661 45.762 0.649 -1.143 -0.186
H 17.998 -15.494 50.905 1.102 0.206 0.499
H 19.298 -16.423 50.003 -0.188 -0.166 0.224
H 17.736 -17.131 50.764 0.252 -0.588 -0.915
H 17.649 -13.591 45.580 -0.020 0.056 1.012
H 16.871 -15.034 44.999 -0.344 -0.132 0.413
H 18.490 -15.189 45.576 0.229 0.551 -0.255
C 19.632 -14.574 37.304 0.661 -0.486 -0.720
O 18.921 -13.624 36.514 -0.546 0.359 0.250
C 17.687 -13.958 36.028 1.141 -2.102 0.901
O 17.190 -15.084 36.226 0.768 3.827 -0.962
O 17.228 -12.932 35.320 -1.457 0.154 -1.145
C 17.877 -11.631 35.054 1.255 -0.765 1.357
H 20.591 -14.119 37.549 -0.231 0.350 0.221
H 19.916 -15.396 36.646 -0.416 -0.393 0.327
H 19.130 -14.922 38.207 -0.229 0.171 -0.319
H 18.773 -11.706 34.438 -0.092 -0.649 -0.057
H 18.221 -11.273 36.024 -0.135 0.287 -0.087
H 17.262 -10.877 34.561 -0.828 -0.819 0.263
C 14.634 -16.922 46.586 -0.608 -0.594 1.344
O 14.302 -17.286 45.256 -0.771 2.318 0.396
C 14.917 -18.207 44.600 2.014 -0.637 2.788
O 15.762 -18.937 45.049 0.826 -0.744 0.413
O 14.492 -18.194 43.418 -1.278 0.548 -5.472
C 15.004 -19.218 42.540 0.585 -1.144 1.132
H 13.919 -17.500 47.172 0.096 0.339 0.510
H 14.482 -15.853 46.731 -0.246 -0.126 -0.396
H 15.621 -17.136 46.997 0.123 -0.373 -0.863
H 16.082 -19.322 42.659 -0.050 -0.110 0.594
H 14.931 -19.146 41.454 -1.188 1.039 0.292
H 14.476 -20.080 42.947 0.478 -0.582 -0.738
```
Forces are in eV/Å.

The value obtained for the total energy is -6475.54569 hartree. Its multiplicity is 1. The calculation puts the LUMO energy at 0.2 eV. As for the SMILES: CCOP(=O)(OCC)OCC.CCOP(=O)(OCC)OCC.CCOP(=O)(OCC)OCC.O=S1(=O)CCCC1.O=S1(=O)CCCC1.O=S1(=O)CCCC1.COC(=O)OC.COC(=O)OC.COC(=O)OC.COC(=O)OC.COC(=O)OC. The calculation puts the maximum force at 0.10980 Eh/bohr.